Entry 1:
Formula: C2H6I2Si2
Source: the OMol25 dataset
Level of theory: ωB97M-V with the def2-TZVPD basis set

Last column: Löwdin charge in e.
Atoms and positions in Å:
C  -0.173  -0.195  -1.417  -0.395
C  -0.083  0.011  1.355  -0.480
Si  -1.339  0.145  -0.004  -0.006
Si  1.260  0.354  0.049  0.146
I  -2.797  -1.811  -0.005  0.437
I  3.249  -1.075  0.033  0.391
H  0.217  -1.080  -1.859  0.004
H  -0.350  0.503  -2.143  -0.041
H  -0.091  0.881  2.030  0.024
H  -0.092  -0.900  1.957  0.032
H  -1.629  1.574  -0.139  -0.010
H  1.830  1.592  0.145  -0.102

## Properties
Orbital gap, eV: 9.173
HOMO level, eV: -9.147
Spin multiplicity: 1
LUMO level, eV: 0.026
Calculated total energy, Eh: -1254.219781
ΔE to the lowest compared entry with this formula, charge and spin, eV: 0.243

Entry 2:
Formula: C2H6I2Si2
Source: the OMol25 dataset
Level of theory: ωB97M-V with the def2-TZVPD basis set

Last column: Löwdin charge in e.
Atoms and positions in Å:
C  0.950  -0.572  -0.764  -0.482
C  -0.937  0.825  0.555  -0.496
Si  0.785  1.265  -0.069  0.576
Si  -0.657  -1.032  0.199  -0.412
I  -2.482  -2.259  -1.055  0.324
I  0.277  -2.376  1.964  0.486
H  0.958  -0.415  -1.832  0.000
H  1.773  -1.248  -0.583  -0.007
H  -1.382  0.939  1.553  0.016
H  -1.719  1.393  -0.119  0.068
H  1.632  1.113  1.178  -0.027
H  0.804  2.365  -1.029  -0.044

## Properties
Orbital gap, eV: 9.544
HOMO level, eV: -9.478
Spin multiplicity: 1
LUMO level, eV: 0.065
Calculated total energy, Eh: -1254.228717
ΔE to the lowest compared entry with this formula, charge and spin, eV: 0.000

Entry 3:
Formula: C2H6INO2S
Source: the OMol25 dataset
Level of theory: ωB97M-V with the def2-TZVPD basis set

Last column: Löwdin charge in e.
Atoms and positions in Å:
C  1.985  -0.101  -0.072  -0.088
C  0.660  -0.338  0.853  -0.086
N  -1.724  -0.476  -0.882  -0.670
O  -0.542  1.889  -0.946  -0.356
O  -1.793  1.257  1.049  -0.428
S  -0.975  0.843  -0.010  0.516
I  -3.436  -1.019  0.115  0.823
H  2.618  -0.950  0.178  0.065
H  1.600  -0.117  -1.080  0.057
H  2.516  0.763  0.196  0.046
H  0.656  0.110  1.837  0.063
H  0.226  -1.285  0.666  0.037
H  -1.790  -0.577  -1.904  0.024

## Properties
Orbital gap, eV: 8.773
HOMO level, eV: -9.321
Spin multiplicity: 1
LUMO level, eV: -0.549
Calculated total energy, Eh: -980.819260
ΔE to the lowest compared entry with this formula, charge and spin, eV: 1.116

Entry 4:
Formula: C2H6INOS
Source: the OMol25 dataset
Level of theory: ωB97M-V with the def2-TZVPD basis set

Last column: Löwdin charge in e.
Atoms and positions in Å:
C  0.756  -0.023  0.167  -0.214
C  -0.357  -0.637  -0.600  -0.338
N  -1.046  1.802  -0.432  -0.224
O  -2.672  0.256  -1.716  -0.461
S  -1.916  0.499  -0.518  0.802
I  -0.856  -2.706  3.729  0.014
H  0.298  0.294  1.131  0.068
H  1.551  -0.746  0.323  0.074
H  1.128  0.919  -0.295  0.075
H  -0.559  -1.731  -0.314  0.108
H  -0.096  -0.592  -1.682  0.091
H  -1.414  2.721  -0.407  0.005

## Properties
Orbital gap (alpha / beta), eV: 8.173 / 5.525
HOMO level (alpha / beta), eV: -9.940 / -9.046
Spin multiplicity: 1
LUMO level (alpha / beta), eV: -1.767 / -3.520
Calculated total energy, Eh: -905.545925
ΔE to the lowest compared entry with this formula, charge and spin, eV: 1.847

Entry 5:
Formula: C2H6INS
Source: the OMol25 dataset
Level of theory: ωB97M-V with the def2-TZVPD basis set

Last column: Löwdin charge in e.
Atoms and positions in Å:
C  1.331  -1.338  0.238  -0.324
C  -1.391  1.170  0.335  -0.597
N  0.374  -1.080  -0.835  -0.728
S  -0.740  2.351  -0.923  0.266
I  0.615  0.311  -2.107  1.084
H  0.619  -1.832  0.963  0.082
H  1.641  -0.429  0.830  0.062
H  2.338  -1.832  -0.058  0.090
H  -2.572  1.307  0.243  0.051
H  -1.177  1.282  1.421  0.023
H  -1.039  0.088  -0.107  -0.008

## Properties
Orbital gap (alpha / beta), eV: 7.217 / 7.216
HOMO level (alpha / beta), eV: -8.663 / -8.662
Spin multiplicity: 1
LUMO level (alpha / beta), eV: -1.446 / -1.445
Calculated total energy, Eh: -830.271673
ΔE to the lowest compared entry with this formula, charge and spin, eV: 2.527

Entry 6:
Formula: C2H6IOP
Source: the OMol25 dataset
Level of theory: ωB97M-V with the def2-TZVPD basis set

Last column: Löwdin charge in e.
Atoms and positions in Å:
C  -1.013  0.894  -0.075  -0.228
C  -0.577  -0.327  0.613  -0.412
P  1.039  -0.759  -0.225  0.205
O  1.557  -2.145  0.025  -0.519
I  2.927  0.689  -0.055  0.492
H  -1.938  1.436  0.272  0.092
H  -0.196  1.545  0.249  0.042
H  -1.184  0.623  -1.187  0.091
H  -1.207  -1.224  0.696  0.100
H  -0.143  -0.166  1.586  0.070
H  0.736  -0.567  -1.899  0.066

## Properties
Orbital gap, eV: 9.685
HOMO level, eV: -9.885
Spin multiplicity: 1
LUMO level, eV: -0.200
Calculated total energy, Eh: -794.070184
SMILES: CC[P@H](=O)I
ΔE to the lowest compared entry with this formula, charge and spin, eV: 1.411

Entry 7:
Formula: C2H6IPS
Source: the OMol25 dataset
Level of theory: ωB97M-V with the def2-TZVPD basis set

Last column: Löwdin charge in e.
Atoms and positions in Å:
C  -0.381  1.419  -0.196  -0.387
C  0.286  -1.376  -0.092  -0.317
P  -0.598  -0.106  -1.239  0.694
S  -4.759  0.939  0.359  -0.452
I  -3.277  -0.684  -0.430  0.370
H  -0.178  1.067  0.853  0.052
H  0.463  1.971  -0.535  0.014
H  -1.252  2.074  -0.306  0.029
H  0.110  -2.472  -0.241  0.068
H  1.174  -0.931  -0.287  -0.028
H  -0.171  -0.942  0.735  -0.043

## Properties
Orbital gap, eV: 6.199
HOMO level, eV: -7.839
Spin multiplicity: 1
LUMO level, eV: -1.639
Calculated total energy, Eh: -1116.939173
ΔE to the lowest compared entry with this formula, charge and spin, eV: 3.133

Entry 8:
Formula: C2H6N2
Source: the OMol25 dataset
Level of theory: ωB97M-V with the def2-TZVPD basis set

Last column: Löwdin charge in e.
Atoms and positions in Å:
C  -2.143  -1.433  0.346  -0.154
N  -2.917  -0.945  -0.524  0.005
H  -1.711  -0.737  1.065  0.055
H  -1.870  -2.489  0.418  0.059
H  -3.038  -1.578  -1.316  0.033
C  2.510  1.215  -0.272  -0.149
N  1.540  1.519  0.489  0.003
H  2.303  0.525  -1.088  0.053
H  3.536  1.524  -0.072  0.060
H  1.790  2.399  0.954  0.036

## Properties
Orbital gap, eV: 10.962
HOMO level, eV: -9.820
Spin multiplicity: 1
LUMO level, eV: 1.142
Calculated total energy, Eh: -189.232122
SMILES: C=N.C=N
ΔE to the lowest compared entry with this formula, charge and spin, eV: 2.651

Entry 9:
Formula: C2H6N2
Source: the OMol25 dataset
Level of theory: ωB97M-V with the def2-TZVPD basis set

Last column: Löwdin charge in e.
Atoms and positions in Å:
C  1.940  -0.072  -0.064  -0.099
N  0.793  -0.602  0.080  -0.087
N  -0.262  0.261  0.017  -0.242
C  -1.573  -0.236  0.017  -0.189
H  1.972  1.069  -0.094  0.071
H  2.890  -0.598  0.075  0.056
H  0.077  1.296  0.299  0.175
H  -2.328  0.458  -0.805  0.135
H  -2.087  -0.327  1.066  0.080
H  -1.420  -1.248  -0.590  0.101

## Properties
Orbital gap, eV: 9.537
HOMO level, eV: -8.334
Spin multiplicity: 1
LUMO level, eV: 1.202
Calculated total energy, Eh: -189.203325
SMILES: C=NNC
ΔE to the lowest compared entry with this formula, charge and spin, eV: 3.435

Entry 10:
Formula: C2H6N2
Source: the OMol25 dataset
Level of theory: ωB97M-V with the def2-TZVPD basis set

Last column: Löwdin charge in e.
Atoms and positions in Å:
C  -1.716  0.077  -0.017  -0.163
N  -0.332  0.597  -0.067  -0.061
C  0.742  -0.167  -0.103  -0.318
N  2.098  0.123  -0.107  0.050
H  -2.349  0.405  -0.889  0.076
H  -1.909  -0.955  0.138  0.048
H  -2.109  0.839  0.676  0.067
H  0.614  -1.248  -0.003  0.107
H  2.570  -0.742  0.156  0.082
H  2.390  1.071  0.216  0.113

## Properties
Orbital gap, eV: 9.887
HOMO level, eV: -8.796
Spin multiplicity: 1
LUMO level, eV: 1.090
Calculated total energy, Eh: -189.270398
SMILES: C/N=C/N
ΔE to the lowest compared entry with this formula, charge and spin, eV: 1.610

Entry 11:
Formula: C2H6N2
Source: the OMol25 dataset
Level of theory: ωB97M-V with the def2-TZVPD basis set

Last column: Löwdin charge in e.
Atoms and positions in Å:
C  0.416  -1.247  0.017  -0.143
N  0.942  0.081  0.457  -0.022
C  0.271  1.119  -0.023  -0.398
N  -1.131  1.120  -0.206  0.020
H  -0.416  -1.056  0.724  0.067
H  0.967  -2.116  0.360  0.061
H  0.033  -1.493  -0.975  0.077
H  0.815  2.065  -0.041  0.111
H  -0.383  0.676  -1.016  0.144
H  -1.512  0.852  0.704  0.082

## Properties
Orbital gap, eV: 8.732
HOMO level, eV: -8.775
Spin multiplicity: 1
LUMO level, eV: -0.043
Calculated total energy, Eh: -189.113219
ΔE to the lowest compared entry with this formula, charge and spin, eV: 5.887

Entry 12:
Formula: C2H6N2
Source: the OMol25 dataset
Level of theory: ωB97M-V with the def2-TZVPD basis set

Last column: Löwdin charge in e.
Atoms and positions in Å:
H  1.384  0.495  1.844  0.038
N  1.262  0.759  0.857  0.062
C  -0.012  0.626  0.624  -0.310
N  -0.389  0.169  -0.631  -0.106
C  -0.747  -1.239  -0.785  -0.125
H  -0.770  0.959  1.343  0.116
H  0.383  0.334  -1.267  0.103
H  -0.526  -1.851  0.097  0.074
H  -0.260  -1.810  -1.585  0.079
H  -1.818  -1.339  -1.021  0.070

## Properties
Orbital gap, eV: 9.909
HOMO level, eV: -8.866
Spin multiplicity: 1
LUMO level, eV: 1.043
Calculated total energy, Eh: -189.253965
SMILES: [H]/N=C/NC
ΔE to the lowest compared entry with this formula, charge and spin, eV: 2.057